1.
{"formula": "C43H38AsF6HgN7O15", "method": "ωB97M-V with the def2-TZVPD basis set", "species": ["Hg", "As", "F", "F", "F", "F", "F", "F", "C", "O", "H", "H", "H", "C", "C", "C", "C", "C", "C", "N", "O", "O", "H", "H", "H", "H", "H", "C", "C", "C", "C", "C", "C", "N", "O", "O", "H", "H", "H", "H", "H", "C", "C", "C", "C", "C", "C", "N", "O", "O", "H", "H", "H", "H", "H", "C", "C", "C", "C", "C", "C", "N", "O", "O", "H", "H", "H", "H", "H", "C", "C", "C", "C", "C", "C", "N", "O", "O", "H", "H", "H", "H", "H", "C", "C", "C", "C", "C", "C", "N", "O", "O", "H", "H", "H", "H", "H", "C", "C", "C", "C", "C", "C", "N", "O", "O", "H", "H", "H", "H", "H"], "xyz": [[-16.307014, -16.373360, 8.058911], [-12.612765, -15.006634, 7.215742], [-12.378674, -15.400780, 8.914604], [-14.252459, -15.691313, 7.331660], [-12.966700, -14.702228, 5.539265], [-11.029037, -14.346996, 7.062746], [-12.000395, -16.615905, 6.821667], [-13.230930, -13.427805, 7.667305], [-19.311111, -15.190701, 6.717390], [-18.386176, -16.008988, 7.341301], [-20.283626, -15.166789, 7.237468], [-19.048108, -14.120471, 6.820336], [-19.417354, -15.430644, 5.653156], [-12.783918, -19.628800, 13.787428], [-12.068683, -18.430936, 13.781161], [-12.563913, -17.413928, 12.976318], [-13.779759, -17.549857, 12.348738], [-14.545490, -18.702179, 12.425395], [-14.053044, -19.737060, 13.229205], [-14.273812, -16.435240, 11.543007], [-14.041778, -15.310054, 11.931088], [-14.938084, -16.702537, 10.564177], [-12.413849, -20.389030, 14.467229], [-11.127178, -18.309890, 14.293881], [-12.061623, -16.460255, 12.871354], [-15.527448, -18.851804, 12.003229], [-14.591856, -20.673444, 13.187499], [-10.508881, -20.505758, 9.883264], [-11.173223, -21.324481, 8.978223], [-12.225929, -20.821516, 8.223493], [-12.597962, -19.510531, 8.425980], [-11.968969, -18.662825, 9.317616], [-10.924245, -19.187601, 10.069797], [-13.691558, -18.946486, 7.594557], [-13.761010, -19.287875, 6.437435], [-14.417940, -18.124745, 8.127018], [-9.657512, -20.814791, 10.474178], [-10.959680, -22.381442, 8.890885], [-12.913385, -21.424701, 7.644592], [-12.350812, -17.655654, 9.422484], [-10.336443, -18.547026, 10.713219], [-14.174607, -9.626779, 9.970995], [-13.475203, -10.832231, 9.998148], [-14.169937, -12.037674, 10.001109], [-15.567994, -12.028569, 9.949996], [-16.244231, -10.819163, 9.945478], [-15.561342, -9.601775, 9.959469], [-16.328592, -13.276244, 9.802813], [-15.697034, -14.257590, 9.473755], [-17.540340, -13.176598, 9.793979], [-13.606969, -8.704414, 9.941903], [-12.406399, -10.987325, 9.950821], [-13.655865, -12.985689, 9.912892], [-17.320688, -10.757237, 10.010149], [-16.138009, -8.690399, 9.926262], [-16.309324, -9.318083, 5.240173], [-17.206716, -10.106018, 4.522400], [-17.232703, -11.474344, 4.706675], [-16.398749, -12.091025, 5.625205], [-15.542167, -11.299557, 6.375431], [-15.436766, -9.935162, 6.136400], [-16.357533, -13.544102, 5.735602], [-16.587724, -14.196291, 4.749904], [-16.123013, -13.986633, 6.837003], [-16.329563, -8.245446, 5.103891], [-17.885734, -9.579992, 3.865597], [-18.020838, -12.067480, 4.256520], [-14.853408, -11.725977, 7.095983], [-14.683230, -9.393192, 6.689927], [-21.547960, -18.345884, 12.262857], [-20.505445, -18.277726, 13.169105], [-19.338125, -17.598233, 12.881712], [-19.141332, -17.070876, 11.608207], [-20.153187, -17.186151, 10.664514], [-21.349412, -17.829738, 10.996112], [-17.940043, -16.325725, 11.309475], [-17.579345, -16.230504, 10.148072], [-17.347565, -15.815320, 12.232139], [-22.496422, -18.831774, 12.448019], [-20.625818, -18.694500, 14.161602], [-18.604933, -17.410882, 13.654920], [-19.986266, -16.810197, 9.659207], [-22.116694, -17.949036, 10.246045], [-18.941118, -18.108388, 2.049236], [-17.648894, -18.227539, 1.525635], [-16.571517, -17.967723, 2.356648], [-16.782360, -17.544126, 3.670623], [-18.071304, -17.436234, 4.178824], [-19.155340, -17.714641, 3.358680], [-15.653397, -17.264619, 4.539715], [-15.894000, -16.987696, 5.695484], [-14.548447, -17.388248, 4.082036], [-19.786253, -18.364893, 1.422440], [-17.442264, -18.623520, 0.542579], [-15.552806, -18.154650, 2.046858], [-18.210558, -17.193570, 5.228177], [-20.170796, -17.660455, 3.724629], [-21.267498, -21.348434, 8.711469], [-20.294042, -21.830162, 9.593530], [-19.068488, -21.175525, 9.680744], [-18.783158, -20.101257, 8.856443], [-19.694017, -19.708964, 7.879617], [-20.934177, -20.313045, 7.837013], [-17.529159, -19.392813, 9.023319], [-17.312187, -18.534653, 8.172461], [-16.787954, -19.629954, 9.950904], [-22.211324, -21.855046, 8.560080], [-20.515213, -22.707692, 10.182934], [-18.464113, -21.441276, 10.538532], [-19.484182, -18.894255, 7.196883], [-21.657349, -19.879830, 7.158390]], "atomic_forces_ev_per_a": [[-0.92, 1.18, -0.72], [0.35, -0.49, -0.46], [-0.11, 0.28, -0.37], [0.65, 0.30, 0.25], [0.11, 0.03, 0.56], [-0.12, -0.06, 0.16], [-0.42, 0.71, 0.21], [0.09, -0.55, -0.17], [0.98, 1.08, 0.78], [0.10, -1.30, 0.50], [-0.17, -0.65, -0.17], [0.25, 0.06, -0.46], [-0.28, 0.11, -0.09], [-0.05, 0.21, 1.68], [-0.61, -0.21, -1.23], [0.28, 0.70, 0.49], [-0.40, -0.55, -0.37], [0.22, -0.52, 1.00], [0.57, 0.25, -1.42], [-0.40, 0.60, 0.08], [0.30, -0.02, -0.02], [0.09, -0.45, -0.13], [-0.04, -0.33, -0.36], [0.02, -0.10, 0.06], [0.09, -0.06, 0.05], [0.10, 0.46, -0.44], [-0.01, -0.05, 0.51], [-0.15, 0.58, 0.01], [-0.33, -0.33, 0.03], [-0.56, 0.07, 0.56], [0.00, 0.52, -0.25], [-0.33, -0.19, 0.28], [0.26, 0.08, -0.61], [0.37, 0.24, -0.15], [-0.19, -0.30, 0.20], [0.00, -0.35, 0.40], [-0.05, -0.44, -0.12], [0.29, 0.04, 0.02], [0.52, -0.22, -0.35], [0.28, 0.09, -0.03], [-0.22, 0.05, 0.17], [0.67, 0.24, -0.04], [-0.61, -0.98, -0.08], [-0.79, -0.37, -0.43], [0.88, 0.88, 0.46], [-0.53, 0.53, 0.47], [0.25, -1.07, -0.09], [-0.20, 0.84, -1.40], [0.19, -0.23, 0.47], [0.05, -0.46, 0.47], [-0.07, 0.06, 0.02], [0.14, 0.80, 0.09], [0.03, 0.06, 0.21], [-0.07, -0.41, -0.28], [0.14, 0.14, 0.07], [0.25, -0.49, 0.10], [0.25, 0.60, 0.48], [-0.94, -0.66, -0.10], [0.39, 1.44, -0.24], [0.88, -0.35, 0.11], [-0.63, -0.01, -0.05], [-0.49, 0.40, 0.34], [-0.09, -0.26, -0.51], [0.12, 0.03, 0.36], [0.21, 0.02, -0.02], [-0.18, -0.38, -0.13], [0.30, -0.05, -0.37], [-0.12, -0.30, -0.10], [-0.11, 0.19, 0.01], [0.20, -0.21, -0.74], [-0.24, 0.08, 0.81], [0.44, 0.38, -0.06], [-1.54, -0.54, 0.37], [0.16, -0.22, -0.56], [0.51, 0.31, -0.26], [0.84, 0.42, -0.39], [-0.95, -0.46, 0.51], [0.08, 0.00, 0.41], [0.12, -0.07, 0.40], [0.00, 0.02, -0.01], [0.11, -0.21, -0.09], [0.04, 0.10, 0.02], [-0.05, 0.17, -0.09], [0.19, -0.11, -0.64], [-0.04, -0.18, 0.85], [0.43, 0.09, 0.47], [-1.29, -0.21, -0.86], [0.17, 0.02, 0.47], [0.28, -0.11, -0.23], [0.23, -0.54, 0.07], [-0.17, -0.05, -0.03], [0.42, 0.18, -0.23], [-0.03, 0.07, -0.01], [-0.25, 0.13, -0.14], [-0.01, 0.20, -0.16], [0.07, 0.23, -0.01], [0.04, 0.08, 0.18], [0.81, -0.32, -0.70], [-0.57, 0.47, -0.77], [-0.48, -0.13, 1.09], [-0.67, -0.88, -0.01], [0.25, 0.50, 0.07], [-0.20, 0.21, 0.38], [0.40, 0.83, -0.44], [-0.14, -0.60, 0.12], [-0.36, -0.19, 0.03], [-0.09, 0.04, 0.38], [0.13, 0.10, 0.26], [0.56, 0.03, -0.41], [0.23, 0.04, 0.18], [-0.09, -0.33, -0.11]], "homo_lumo_gap_ev": 6.62, "lumo_energy_ev": -1.226, "total_energy_ha": -6161.04447, "spin_multiplicity": 1}

---

2.
{"formula": "C43H38BrKN6O4SSb", "method": "ωB97M-V with the def2-TZVPD basis set", "species": ["K", "C", "C", "C", "C", "C", "C", "N", "Sb", "C", "C", "C", "C", "C", "C", "N", "C", "C", "C", "C", "C", "C", "N", "H", "H", "H", "H", "H", "H", "H", "H", "H", "H", "H", "H", "H", "H", "H", "H", "H", "H", "C", "C", "C", "C", "C", "Br", "N", "C", "H", "H", "H", "H", "H", "H", "O", "C", "O", "C", "C", "C", "N", "C", "C", "C", "O", "O", "H", "H", "H", "N", "S", "C", "C", "C", "C", "C", "C", "C", "C", "C", "C", "C", "C", "H", "H", "H", "H", "H", "H", "H", "H", "H", "H", "H"], "xyz": [[0.812732, 0.276668, -0.013739], [0.222291, -3.249708, -0.373152], [1.552597, -2.977949, -1.011726], [2.622022, -3.851199, -0.820386], [3.830292, -3.585898, -1.428291], [3.927300, -2.460134, -2.240707], [2.838274, -1.612923, -2.329007], [1.676857, -1.853990, -1.720127], [3.133849, 0.161687, -3.513635], [3.780153, 1.501591, -1.942605], [5.123340, 1.850712, -1.959065], [5.622053, 2.619004, -0.918255], [4.763651, 3.002414, 0.090163], [3.420768, 2.625906, 0.030636], [2.470322, 2.977139, 1.130896], [2.945070, 1.897533, -0.984817], [1.094666, 0.855918, -3.803618], [0.866940, 1.519504, -5.006093], [-0.427433, 1.868383, -5.351812], [-1.455405, 1.531166, -4.492866], [-1.146072, 0.889624, -3.296296], [-2.211409, 0.520598, -2.311936], [0.104409, 0.569709, -2.958811], [-0.047507, -4.299400, -0.497150], [0.257336, -3.029656, 0.698473], [-0.549409, -2.630092, -0.829693], [2.534538, -4.703801, -0.160279], [4.672896, -4.229439, -1.211871], [4.855149, -2.235130, -2.755784], [5.768911, 1.519961, -2.763089], [6.667817, 2.900531, -0.889099], [5.110934, 3.581275, 0.935432], [2.881440, 3.754443, 1.774433], [1.524609, 3.324875, 0.716246], [2.255848, 2.089160, 1.737014], [1.690584, 1.736951, -5.674453], [-0.631880, 2.376694, -6.286941], [-2.487115, 1.752643, -4.732005], [-3.207943, 0.602461, -2.747510], [-2.051156, -0.499601, -1.964077], [-2.161113, 1.171392, -1.436612], [-2.381130, 4.712169, -3.307674], [-2.188572, 4.247225, -1.896541], [-3.204175, 4.345841, -0.944181], [-2.971490, 3.969182, 0.363719], [-1.695110, 3.506353, 0.675662], [-1.296807, 3.052776, 2.468444], [-0.733323, 3.362153, -0.203953], [-0.981840, 3.721045, -1.465437], [-2.492941, 5.797435, -3.349399], [-3.273898, 4.271221, -3.754583], [-1.530658, 4.438032, -3.929447], [-4.179203, 4.729348, -1.223837], [-3.731756, 4.034182, 1.127578], [-0.161638, 3.582789, -2.164224], [5.066347, -5.085216, 1.064807], [4.915862, -4.451115, 2.138490], [5.107304, -4.821591, 3.306640], [4.415918, -3.020080, 1.924309], [5.158769, -2.115830, 1.168720], [4.601556, -0.901052, 0.821309], [3.377038, -0.517250, 1.176511], [2.690906, -1.349387, 1.965474], [3.165331, -2.594663, 2.357291], [1.278126, -0.894860, 2.377922], [1.055032, 0.332340, 2.411528], [0.448184, -1.808172, 2.569400], [6.138166, -2.395428, 0.800205], [5.152307, -0.209156, 0.187902], [2.532243, -3.238082, 2.952021], [-1.755946, 0.051576, 0.882936], [-2.161059, -0.468474, 2.326896], [-2.632372, -2.198413, 2.247410], [-2.110509, -3.062484, 3.195039], [-2.459388, -4.407168, 3.144610], [-3.306154, -4.871487, 2.151178], [-3.819196, -3.994785, 1.203084], [-3.487020, -2.652115, 1.253511], [-3.800635, 0.173038, 2.698548], [-4.422767, -0.219804, 3.879947], [-5.645966, 0.327112, 4.225340], [-6.247848, 1.268302, 3.395850], [-5.617855, 1.659748, 2.228201], [-4.385787, 1.119422, 1.877385], [-2.487481, -0.253889, 0.237629], [-1.396220, -2.694943, 3.915141], [-2.040980, -5.091589, 3.870807], [-3.563663, -5.922080, 2.109017], [-4.477776, -4.359642, 0.425178], [-3.890222, -1.964061, 0.518968], [-3.951939, -0.956996, 4.519185], [-6.128231, 0.023687, 5.145963], [-7.203294, 1.697728, 3.668615], [-6.082358, 2.397056, 1.584304], [-3.857118, 1.441044, 0.988783]], "atomic_forces_ev_per_a": [[-0.13, 0.28, -0.93], [-0.01, -0.03, 0.00], [-0.03, -0.08, 0.13], [0.07, 0.02, 0.00], [-0.05, 0.03, 0.02], [0.16, -0.13, 0.03], [0.03, 0.20, -0.05], [-0.07, -0.01, -0.16], [-0.11, 0.04, 0.02], [-0.02, -0.13, -0.13], [0.10, 0.00, -0.05], [0.04, 0.03, 0.03], [-0.06, 0.00, 0.03], [0.03, 0.00, 0.13], [-0.01, 0.07, -0.06], [-0.09, 0.01, -0.01], [0.23, -0.10, 0.00], [-0.01, 0.04, -0.11], [-0.02, 0.04, -0.05], [0.01, -0.04, 0.08], [-0.07, 0.01, -0.03], [-0.12, 0.00, 0.04], [0.05, 0.10, 0.08], [-0.02, -0.02, 0.03], [0.00, 0.01, 0.02], [-0.01, 0.04, -0.01], [-0.03, -0.02, 0.00], [0.03, -0.02, -0.02], [-0.03, 0.05, 0.00], [-0.01, -0.01, -0.01], [0.00, 0.00, -0.01], [0.03, 0.01, 0.00], [0.03, -0.01, 0.03], [-0.02, -0.02, 0.00], [0.04, -0.02, -0.01], [0.02, -0.01, 0.01], [0.00, 0.00, 0.00], [-0.02, 0.02, -0.02], [0.01, 0.01, -0.01], [0.01, -0.03, -0.01], [0.02, 0.01, 0.02], [-0.03, -0.01, -0.14], [-0.08, 0.00, 0.13], [0.02, -0.01, 0.01], [0.14, 0.02, -0.09], [-0.10, -0.10, 0.14], [0.06, 0.07, -0.01], [0.01, -0.06, -0.06], [0.05, 0.07, 0.00], [-0.01, 0.01, 0.01], [-0.02, 0.00, 0.01], [0.03, -0.01, 0.01], [0.00, 0.01, -0.04], [-0.01, 0.03, 0.02], [0.02, 0.00, 0.00], [-0.03, 0.09, -0.07], [0.11, -0.15, 0.03], [-0.09, 0.10, 0.04], [-0.01, 0.05, -0.02], [0.00, -0.10, -0.02], [0.07, -0.03, -0.10], [-0.03, 0.11, 0.21], [-0.26, 0.01, 0.08], [0.09, -0.05, -0.06], [0.35, -0.26, 0.27], [0.10, 0.23, 0.62], [-0.24, -0.26, 0.15], [0.00, 0.00, -0.01], [0.00, 0.02, 0.00], [0.00, 0.00, 0.03], [-0.55, -0.25, 0.09], [0.64, 0.25, -0.22], [-0.11, 0.01, 0.07], [-0.01, -0.08, -0.13], [0.05, 0.04, 0.04], [-0.01, -0.04, 0.03], [-0.03, 0.00, -0.04], [0.03, -0.02, 0.01], [-0.18, -0.07, 0.13], [-0.05, 0.03, -0.06], [0.00, 0.01, 0.01], [-0.04, -0.04, 0.09], [0.02, 0.06, -0.12], [0.03, -0.06, 0.07], [0.07, 0.04, -0.09], [0.07, 0.05, 0.04], [-0.01, -0.02, -0.01], [0.00, -0.01, -0.01], [-0.01, 0.00, 0.00], [0.00, 0.02, 0.00], [0.01, 0.00, 0.01], [-0.02, 0.00, -0.01], [-0.01, 0.00, 0.00], [0.00, 0.01, 0.00], [-0.01, -0.04, -0.04]], "homo_lumo_gap_ev": 6.46, "lumo_energy_ev": 1.703, "total_energy_ha": -6103.38229, "spin_multiplicity": 1, "de_lowest_kcal_mol": 8.5, "total_charge": -1}